No. 1
{"formula": "C36H63F6NO18P", "method": "the ωB97M-V functional and the def2-TZVPD basis", "charge": -1, "orbital_gap_ev": 8.53, "max_force_ev_per_a": 1.611, "e_tot_ha": -3759.573874, "elements": ["P", "F", "F", "F", "F", "F", "F", "O", "C", "O", "C", "C", "C", "H", "H", "H", "H", "H", "H", "O", "C", "O", "C", "C", "C", "H", "H", "H", "H", "H", "H", "O", "C", "O", "C", "C", "C", "H", "H", "H", "H", "H", "H", "O", "C", "O", "C", "C", "C", "H", "H", "H", "H", "H", "H", "O", "C", "O", "C", "C", "C", "H", "H", "H", "H", "H", "H", "O", "C", "O", "C", "C", "C", "H", "H", "H", "H", "H", "H", "O", "C", "O", "C", "C", "C", "H", "H", "H", "H", "H", "H", "C", "O", "H", "H", "H", "H", "C", "O", "H", "H", "H", "H", "C", "O", "H", "H", "H", "H", "C", "O", "H", "H", "H", "H", "N", "C", "C", "C", "C", "H", "H", "H", "H", "H"], "positions_angstrom": [[-15.093423, 30.171420, -0.659098], [-14.957551, 31.392854, 0.407833], [-16.690140, 30.292157, -0.506736], [-15.138421, 31.250746, -1.881705], [-15.148769, 28.943943, -1.705472], [-13.470667, 30.217528, -0.804856], [-15.045344, 29.049748, 0.504713], [-9.973257, 34.167811, 3.491428], [-11.146752, 33.995165, 3.354027], [-11.918003, 33.493461, 4.332496], [-13.318204, 33.663677, 3.999951], [-13.374793, 33.752178, 2.473106], [-11.958878, 34.243220, 2.098136], [-13.640249, 34.605401, 4.444287], [-13.882768, 32.845327, 4.436504], [-14.194818, 34.403476, 2.186678], [-13.520736, 32.750750, 2.062623], [-12.055857, 35.307544, 1.882085], [-11.555456, 33.726522, 1.234970], [-18.810459, 25.090083, -3.565961], [-19.067721, 26.135412, -3.051364], [-18.107722, 27.073682, -2.886634], [-18.539332, 28.105276, -1.986413], [-19.812912, 27.552081, -1.312137], [-20.331407, 26.583283, -2.352429], [-18.727767, 29.046414, -2.507959], [-17.743162, 28.281256, -1.270922], [-20.501755, 28.357668, -1.076761], [-19.495758, 27.069109, -0.393825], [-20.971227, 27.051352, -3.106138], [-20.838135, 25.686239, -2.005407], [-8.370167, 29.033305, -5.127869], [-9.123324, 29.270317, -4.237350], [-8.698394, 29.309436, -2.942116], [-9.798218, 29.569219, -2.043568], [-11.027391, 29.268629, -2.884102], [-10.593656, 29.651345, -4.275310], [-9.757460, 30.616928, -1.732657], [-9.760012, 28.944315, -1.154375], [-11.960739, 29.689751, -2.516343], [-11.211965, 28.189238, -2.824232], [-10.590034, 30.714815, -4.547332], [-11.164990, 29.179644, -5.072865], [-20.040741, 27.984094, 2.695976], [-18.955457, 27.984924, 3.187737], [-18.780884, 28.155476, 4.507972], [-17.389879, 28.108261, 4.886804], [-16.769705, 27.342812, 3.700268], [-17.602304, 27.845081, 2.526776], [-17.322924, 27.487352, 5.776156], [-16.911615, 29.071966, 5.039899], [-16.895807, 26.276460, 3.892359], [-15.703962, 27.535327, 3.581854], [-17.597162, 27.185334, 1.665904], [-17.288975, 28.854890, 2.259284], [-17.549371, 34.950440, -3.848411], [-17.761304, 33.802715, -4.146062], [-19.016697, 33.320463, -4.198350], [-19.017798, 31.906056, -4.416208], [-17.584868, 31.441101, -4.195965], [-16.776858, 32.708796, -4.485731], [-19.342498, 31.708277, -5.442964], [-19.774446, 31.425826, -3.797199], [-17.297472, 30.591236, -4.811373], [-17.347777, 31.112411, -3.181270], [-16.459240, 32.739928, -5.530214], [-15.887540, 32.851982, -3.874984], [-14.610144, 23.053305, -5.122762], [-14.757282, 23.781056, -4.191790], [-14.546910, 23.355297, -2.924350], [-14.833042, 24.383793, -1.962974], [-14.742807, 25.654260, -2.795542], [-15.280483, 25.208458, -4.141449], [-14.124810, 24.434750, -1.138357], [-15.805159, 24.211305, -1.492043], [-13.697676, 25.972475, -2.840396], [-15.269171, 26.526539, -2.405550], [-14.970811, 25.822176, -4.981450], [-16.368629, 25.095234, -4.151728], [-16.163430, 34.540822, 4.183187], [-16.917771, 33.669661, 3.877312], [-17.893414, 33.264757, 4.723672], [-18.701255, 32.247866, 4.124111], [-17.890109, 31.676571, 2.960050], [-16.898222, 32.792874, 2.639647], [-19.643090, 32.692190, 3.789965], [-18.944425, 31.483687, 4.861384], [-18.525996, 31.391497, 2.125260], [-17.350442, 30.786835, 3.287265], [-17.181573, 33.382722, 1.768045], [-15.871928, 32.475302, 2.484520], [-14.073190, 30.127257, 3.483501], [-14.588502, 29.765924, 4.778848], [-12.985212, 30.244041, 3.522600], [-14.308238, 29.356908, 2.748206], [-14.491167, 31.082030, 3.187171], [-14.027416, 29.070355, 5.131221], [-16.146174, 34.144572, -0.721464], [-17.176929, 35.095995, -0.982913], [-15.769830, 34.294686, 0.289686], [-16.527580, 33.140994, -0.914373], [-15.250719, 34.308356, -1.340198], [-17.314583, 35.040202, -1.940594], [-11.748884, 33.048306, -2.320106], [-12.702950, 32.158402, -2.909703], [-10.751995, 32.715254, -2.616331], [-11.967580, 34.073039, -2.624623], [-11.755803, 33.023841, -1.226288], [-13.285209, 31.876672, -2.191425], [-12.758651, 27.254621, 0.561573], [-13.884843, 26.408096, 0.489029], [-12.610125, 27.754943, -0.402082], [-12.824466, 28.013731, 1.346148], [-11.828545, 26.717867, 0.759991], [-14.645689, 26.997250, 0.430781], [-13.990527, 30.723267, -5.365145], [-14.013206, 30.930932, -6.720576], [-14.777900, 29.947814, -7.299317], [-15.216403, 29.093337, -6.252493], [-14.680924, 29.570180, -5.083885], [-13.355013, 31.166501, -4.717674], [-13.497912, 31.770653, -7.156939], [-14.867053, 29.848565, -8.368400], [-15.842956, 28.217936, -6.313581], [-14.691255, 29.186335, -4.075135]], "forces_ev_per_angstrom": [[0.5, 0.9, -0.2], [0.0, -0.3, 0.2], [-0.1, -0.5, -0.3], [-0.3, -0.1, -0.1], [-0.4, 0.3, -0.3], [0.1, -0.5, 0.4], [0.1, 0.3, 0.5], [0.4, 0.0, 0.1], [0.1, -0.1, -0.4], [-0.3, 0.0, 0.1], [0.3, 0.5, -0.1], [0.4, -0.7, 0.3], [-1.5, 0.3, 0.3], [-0.1, -0.1, 0.1], [0.1, 0.0, 0.0], [0.1, 0.0, -0.2], [-0.2, 0.1, -0.1], [0.6, 0.1, 0.0], [0.3, 0.0, 0.0], [-0.3, -0.3, -0.5], [0.6, 0.1, 0.7], [0.1, 0.3, -0.1], [-0.3, 0.1, 0.3], [0.4, 0.5, -0.2], [-0.1, -0.5, -0.4], [0.1, -0.2, -0.3], [0.1, 0.0, -0.1], [-0.1, 0.0, 0.2], [-0.3, -0.2, 0.2], [0.0, 0.1, 0.1], [-0.1, 0.1, 0.2], [0.2, -0.1, -0.4], [-0.2, 0.2, 0.3], [0.0, -0.2, 0.3], [-0.4, 0.4, -0.3], [-0.8, -0.3, 0.5], [0.2, -0.2, -0.5], [0.1, 0.0, 0.0], [0.4, -0.1, -0.1], [0.2, 0.5, 0.0], [0.2, 0.0, -0.3], [-0.2, 0.1, 0.6], [0.3, -0.3, 0.0], [-0.5, 0.0, -0.3], [0.4, 0.1, -0.4], [-0.1, 0.6, 0.9], [0.3, -1.3, -0.8], [0.6, 0.4, 0.3], [0.1, -0.3, 0.7], [-0.1, 0.3, 0.3], [-0.4, 0.3, 0.0], [-0.1, 0.0, -0.3], [0.0, 0.0, 0.1], [-0.2, 0.1, -0.1], [0.1, 0.0, -0.3], [0.1, -0.2, -0.1], [0.0, 0.1, -0.4], [-0.3, 0.0, 0.3], [-0.1, -0.6, -0.6], [0.7, -0.3, 0.3], [0.0, -0.1, 0.2], [0.2, 0.2, -0.1], [0.1, 0.2, 0.4], [-0.1, 0.1, -0.3], [-0.4, 0.2, 0.2], [-0.2, 0.3, 0.0], [0.0, -0.2, 0.0], [0.2, -0.3, -0.5], [-0.5, 0.4, 0.1], [0.3, -0.4, 0.6], [0.0, 0.8, 0.1], [-0.5, 0.9, 0.3], [0.5, -0.5, 0.1], [0.3, -0.5, -0.3], [-0.2, 0.0, -0.4], [0.0, -0.2, -0.3], [-0.2, -0.3, 0.2], [0.1, -0.2, -0.1], [0.0, 0.3, 0.1], [0.3, 0.5, -0.1], [-0.1, -0.6, 0.2], [-0.2, 0.0, 0.0], [-0.3, -0.3, -0.2], [0.3, -0.1, 0.0], [-0.3, 0.2, 0.1], [0.1, 0.1, 0.0], [0.1, 0.2, 0.2], [0.0, 0.0, -0.1], [0.0, 0.0, 0.0], [0.0, 0.0, 0.0], [0.0, -0.1, -0.2], [0.4, -0.5, 0.4], [0.0, 0.3, -0.3], [0.0, 0.1, 0.0], [-0.1, 0.2, -0.1], [-0.2, -0.1, 0.0], [0.0, 0.0, 0.0], [0.1, 0.5, -0.3], [0.5, -0.2, -0.1], [-0.4, -0.3, 0.2], [0.3, -0.2, 0.4], [-0.2, 0.0, -0.2], [-0.2, 0.4, 0.1], [-0.1, -0.3, -0.1], [0.2, 0.3, 0.5], [0.0, 0.4, -0.2], [0.3, 0.0, -0.1], [-0.2, -0.1, 0.0], [-0.2, -0.2, -0.3], [0.7, 0.5, -0.4], [0.0, -0.2, 0.4], [0.0, 0.2, 0.1], [-0.2, 0.0, -0.1], [-0.4, -0.6, 0.0], [0.0, 0.0, -0.1], [0.2, -0.6, -0.3], [-0.1, 0.1, 0.3], [0.4, 0.3, 0.0], [0.0, -0.2, 0.1], [0.2, 0.3, 0.2], [-0.2, 0.3, 0.2], [0.0, 0.0, 0.0], [-0.4, -0.1, 0.0], [0.1, 0.0, -0.1], [-0.2, 0.0, 0.0]]}

=====

No. 2
{"formula": "C36H63N5O26", "method": "the ωB97M-V functional and the def2-TZVPD basis", "de_lowest_kj_mol": 0.0, "charge": 0, "orbital_gap_ev": 9.00, "smiles": "O=C1OCCO1.O=C1OCCO1.O=C1OCCO1.O=C1OCCO1.O=C1OCCO1.O=C1OCCO1.O=C1OCCO1.CN(C)C=O.CN(C)C=O.CN(C)C=O.CN(C)C=O.CN(C)C=O", "max_force_ev_per_a": 4.180, "e_tot_ha": -3639.613520, "elements": ["O", "C", "O", "C", "C", "O", "H", "H", "H", "H", "O", "C", "O", "C", "C", "O", "H", "H", "H", "H", "O", "C", "O", "C", "C", "O", "H", "H", "H", "H", "O", "C", "O", "C", "C", "O", "H", "H", "H", "H", "O", "C", "O", "C", "C", "O", "H", "H", "H", "H", "O", "C", "O", "C", "C", "O", "H", "H", "H", "H", "O", "C", "O", "C", "C", "O", "H", "H", "H", "H", "C", "N", "C", "C", "O", "H", "H", "H", "H", "H", "H", "H", "C", "N", "C", "C", "O", "H", "H", "H", "H", "H", "H", "H", "C", "N", "C", "C", "O", "H", "H", "H", "H", "H", "H", "H", "C", "N", "C", "C", "O", "H", "H", "H", "H", "H", "H", "H", "C", "N", "C", "C", "O", "H", "H", "H", "H", "H", "H", "H"], "positions_angstrom": [[3.686432, 0.907314, -1.883366], [3.482917, 2.065491, -1.637685], [4.381379, 3.052838, -1.918363], [3.800570, 4.290165, -1.503900], [2.545295, 3.819899, -0.722230], [2.383725, 2.460151, -1.096566], [4.478045, 4.856613, -0.897608], [3.595863, 4.862733, -2.381576], [1.665351, 4.438467, -0.978988], [2.814572, 3.761031, 0.299702], [-3.943236, 2.120117, -3.915005], [-3.069739, 2.816882, -3.486671], [-2.383112, 2.517736, -2.389171], [-1.239568, 3.379499, -2.270755], [-1.860885, 4.629923, -2.858192], [-2.719196, 4.074137, -3.869423], [-1.089653, 3.376686, -1.208920], [-0.361788, 3.053939, -2.896562], [-1.167371, 5.216741, -3.436116], [-2.358385, 5.185378, -2.112053], [0.673169, -4.883056, 4.237757], [1.176782, -4.636700, 3.171274], [2.340852, -4.129604, 2.965125], [2.476203, -3.670649, 1.586130], [1.380856, -4.487914, 0.908098], [0.409540, -4.714511, 1.979520], [2.216756, -2.616873, 1.512726], [3.532725, -3.917686, 1.313114], [1.743902, -5.480956, 0.501888], [0.872752, -3.977705, 0.082175], [-1.650190, -0.931868, -3.273615], [-2.724850, -0.770669, -2.758592], [-2.942165, -0.085285, -1.675428], [-4.306883, 0.006514, -1.399146], [-4.994975, -0.689553, -2.516662], [-3.860624, -1.228734, -3.304697], [-4.517259, -0.393417, -0.426794], [-4.513657, 1.174904, -1.277554], [-5.586301, -0.032309, -3.149923], [-5.599483, -1.572113, -2.262225], [0.335762, 4.546824, 4.801214], [-0.096950, 3.444315, 5.026256], [0.453019, 2.437230, 5.679155], [-0.341190, 1.228592, 5.654112], [-1.359320, 1.657559, 4.574451], [-1.306765, 3.094753, 4.640511], [0.211765, 0.338083, 5.433418], [-0.767136, 1.118609, 6.701099], [-2.470442, 1.382582, 4.678212], [-1.023723, 1.397372, 3.589983], [2.532636, -2.926669, -1.178331], [3.187641, -2.616308, -2.139980], [2.670037, -2.327317, -3.373278], [3.692343, -1.772734, -4.206183], [4.933353, -2.010892, -3.417888], [4.519044, -2.441181, -2.113863], [3.674242, -2.338185, -5.132329], [3.461469, -0.696974, -4.378167], [5.646357, -1.157229, -3.341140], [5.481440, -2.901810, -3.800267], [-3.286070, -1.136096, 1.218669], [-2.206944, -0.674931, 0.897425], [-1.893599, 0.657771, 0.993630], [-0.444535, 0.805287, 0.506728], [-0.057765, -0.562527, 0.009031], [-1.186574, -1.362140, 0.394211], [-0.421117, 1.586689, -0.287984], [0.043535, 1.192889, 1.418120], [0.777924, -1.007115, 0.543412], [0.118165, -0.596880, -1.073567], [-1.731986, 6.595943, 2.523943], [-1.757117, 5.360553, 1.730691], [-2.899663, 4.461041, 1.776423], [-0.601934, 5.031231, 1.095252], [-0.428793, 4.087159, 0.359534], [-1.877778, 6.296620, 3.589015], [-2.499335, 7.366806, 2.353916], [-0.744558, 6.979350, 2.478314], [-2.574544, 3.498820, 1.375925], [-3.234366, 4.278832, 2.809695], [-3.721111, 4.890183, 1.134348], [0.199545, 5.699559, 1.408794], [-2.346411, -3.760290, 2.994684], [-1.994813, -3.441595, 4.425951], [-2.384166, -4.265453, 5.568868], [-1.717042, -2.165404, 4.581968], [-1.599939, -1.647930, 5.728963], [-2.232105, -4.830930, 2.931637], [-1.611914, -3.188079, 2.397333], [-3.392255, -3.470333, 2.788280], [-1.923862, -3.792952, 6.388242], [-3.436078, -4.350981, 5.631780], [-1.972109, -5.266808, 5.442780], [-1.592059, -1.600451, 3.666919], [-0.798296, -3.677671, -2.418074], [-0.104620, -4.084620, -3.605521], [0.527758, -5.345773, -3.488451], [-0.180505, -3.360662, -4.740032], [0.588463, -3.590423, -5.667796], [-0.286567, -2.755031, -2.021763], [-0.835514, -4.482854, -1.643999], [-1.819360, -3.344462, -2.663673], [-0.177010, -6.184588, -3.201814], [0.991651, -5.668244, -4.413959], [1.369537, -5.385318, -2.681517], [-1.008685, -2.630408, -4.791637], [3.115010, -1.502544, 5.557491], [2.536198, -1.196213, 4.234011], [3.351839, -0.376796, 3.294768], [1.247301, -1.454263, 4.027790], [0.608613, -1.132818, 3.059495], [2.515940, -2.282120, 5.986637], [3.077824, -0.624208, 6.257844], [4.098640, -1.929020, 5.393110], [4.021096, 0.225792, 3.789603], [3.873438, -1.111017, 2.649997], [2.719077, 0.287490, 2.709212], [0.858976, -2.066699, 4.876789], [0.253291, 0.195400, -5.440177], [0.520723, 1.614595, -5.234954], [-0.463857, 2.560814, -5.727324], [1.555702, 2.050576, -4.460468], [1.738180, 3.209313, -4.111701], [0.402625, -0.212044, -6.446112], [-0.758528, -0.001922, -5.135287], [0.871695, -0.401772, -4.715036], [-1.487353, 2.432792, -5.245092], [-0.097664, 3.526787, -5.481480], [-0.719927, 2.463543, -6.795570], [2.323733, 1.262372, -4.254948]], "forces_ev_per_angstrom": [[0.3, -0.1, -0.3], [2.1, -1.8, -1.6], [-0.6, -0.5, 0.7], [-0.7, -0.6, 0.0], [0.3, 1.3, -1.1], [-1.6, 1.2, 0.5], [0.5, 0.1, 0.5], [-0.4, 0.3, -0.6], [0.4, -0.7, 0.5], [-0.3, 0.6, 1.3], [0.3, 0.3, -0.6], [-0.6, 0.6, 1.0], [0.6, -1.3, -0.2], [-0.1, -0.2, -0.7], [1.5, -0.9, -1.2], [-1.0, -0.3, -0.2], [0.7, 0.4, -0.1], [-0.9, -0.1, 0.8], [0.4, 0.5, 0.2], [-1.0, 0.8, 0.6], [0.8, -0.2, -0.7], [-4.2, -0.2, 0.1], [1.8, 0.8, -0.5], [0.3, -1.0, -0.1], [-0.4, -1.1, -0.8], [2.5, 0.0, 0.6], [0.4, 0.1, 0.3], [-1.1, 0.5, -0.1], [-0.3, 1.0, 0.6], [0.2, 0.0, 0.4], [0.1, 0.0, 0.4], [0.2, -0.3, -1.9], [1.0, 0.1, 1.1], [-1.1, 3.7, 1.5], [0.0, -1.2, -1.6], [-0.8, 0.5, 0.6], [0.0, -0.5, 0.4], [0.1, -2.4, -0.7], [0.2, 0.0, -0.1], [0.2, 0.4, 0.3], [0.5, -0.8, 0.6], [-0.3, 1.2, -0.3], [2.2, -0.5, 0.5], [-2.0, 1.2, 1.3], [-2.0, -0.3, 0.7], [-1.4, -0.5, -0.8], [0.5, 0.0, -0.3], [0.3, 0.0, -1.4], [1.9, 0.0, 0.1], [0.2, -0.5, -0.6], [0.4, -0.1, -0.9], [-0.5, 0.7, 0.1], [0.1, -0.3, 1.2], [-1.0, 0.7, -0.3], [2.5, -0.9, 0.1], [-0.8, 0.4, -0.1], [0.0, 0.2, -0.2], [0.2, -0.8, 0.1], [-0.8, -0.6, 0.1], [-0.1, 0.8, -0.1], [1.6, 0.4, -0.3], [-0.7, 1.1, 0.2], [1.5, -1.1, -0.9], [-1.6, 1.7, 0.7], [-0.1, -0.3, 0.5], [-0.4, -1.0, -0.4], [-0.2, -0.7, 0.7], [0.2, -0.4, -0.6], [0.2, 0.3, -0.1], [-0.4, -0.1, 0.3], [-1.1, -1.4, 1.8], [0.5, 0.7, -0.1], [-0.4, 0.4, -0.7], [-1.0, 0.4, 1.2], [0.3, -0.6, 0.0], [0.1, 0.2, -0.5], [0.2, -0.5, -0.7], [0.7, 0.7, -0.2], [-0.2, 0.1, -0.1], [0.1, 0.4, -0.3], [0.6, -0.6, 0.8], [0.4, 0.3, -0.3], [0.2, 0.1, 1.7], [-0.9, -0.3, -2.0], [1.3, -0.4, -1.9], [0.1, 1.0, 3.5], [0.1, 0.0, -1.9], [0.2, -0.3, -0.6], [-0.7, -0.7, -0.1], [0.5, -0.1, -0.1], [0.1, 0.4, 1.3], [-1.2, 0.1, 0.3], [0.1, 0.0, -0.1], [0.1, 0.2, -0.2], [-0.4, 1.5, 1.0], [-0.9, -0.3, 0.8], [1.8, -2.0, 1.1], [0.9, -1.0, -0.8], [-0.5, 0.6, -0.2], [-0.5, -1.1, 0.1], [0.1, 0.7, -0.8], [0.2, -0.4, 0.2], [0.4, 1.1, -0.2], [0.0, 0.3, -0.2], [-1.3, 0.4, -1.2], [0.4, 0.0, 0.3], [-0.4, 0.6, -0.6], [1.3, 1.4, 0.7], [-2.0, -2.5, -1.0], [0.6, -1.0, 1.4], [-0.9, 0.5, -1.4], [-0.3, -0.4, 0.3], [0.4, -0.7, -0.8], [0.3, 0.3, 0.3], [1.6, 1.1, 1.4], [0.0, 0.7, 0.0], [-0.2, -0.3, -0.1], [-0.3, 0.3, -0.5], [0.9, -0.7, 1.1], [0.2, -0.1, -0.1], [-1.8, -0.8, 0.4], [0.2, -0.3, -0.9], [-0.1, -0.1, 0.2], [0.2, 0.5, 0.0], [-0.5, -0.1, 0.0], [-0.4, 0.5, -0.8], [1.4, -0.1, -0.3], [0.1, 1.0, -0.1], [0.7, -0.1, 0.2], [-0.7, 0.2, 0.1]]}